(a)
Below is a single C4H12N4 molecule, with properties calculated with ωB97M-V/def2-TZVPD.

Values from the calculation:
* SMILES: CCN(C)/N=C/NN
* 2S+1: 1
* HOMO-LUMO gap: 8.2 eV

Geometry as XYZ:
```
20
C4H12N4 ωB97M-V/def2-TZVPD
C 1.933 -1.707 -0.422
C 1.917 -0.356 0.369
C 1.409 1.989 0.112
C -0.915 -0.545 0.399
H 2.350 -2.525 0.260
H 0.930 -1.996 -0.820
H 2.609 -1.569 -1.342
H 2.929 0.093 0.343
H 1.635 -0.540 1.404
H 2.396 1.958 0.628
H 1.394 2.627 -0.784
H 0.674 2.388 0.794
H -0.418 -1.271 1.085
H -2.749 -1.385 0.778
H -3.156 1.104 0.208
H -2.462 0.621 -1.185
N 1.003 0.610 -0.208
N -0.343 0.319 -0.363
N -2.269 -0.610 0.367
N -2.991 0.283 -0.385
```


(b)
Below is 2 unconnected molecules or ions with the total composition C4H12N4, with properties calculated with ωB97M-V/def2-TZVPD.

Values from the calculation:
* SMILES: [H]/N=C/NC.N/C=C/N
* 2S+1: 1
* HOMO-LUMO gap: 9.9 eV

Geometry as XYZ:
```
20
C4H12N4 ωB97M-V/def2-TZVPD
C -0.500 -0.275 -2.355
C -0.676 -1.335 -1.600
N -1.046 -1.246 -0.223
N -0.142 -0.418 -3.734
H -0.626 0.727 -1.953
H -0.529 -2.323 -2.029
H -0.272 -1.523 0.382
H -1.827 -1.856 -0.019
H 0.631 0.160 -4.024
H -0.930 -0.261 -4.343
C 0.332 2.198 1.688
N -0.011 0.795 1.846
C 0.893 -0.060 2.389
N 0.912 -1.304 2.120
H -0.561 2.749 1.407
H 0.679 2.606 2.636
H 1.099 2.365 0.928
H -0.575 0.388 1.105
H 1.570 0.426 3.097
H 1.581 -1.812 2.684
```


(c)
Below is a single C4H12N4 molecule, with properties calculated with ωB97M-V/def2-TZVPD.

Values from the calculation:
* SMILES: CN/C(=N\N)N(C)C
* 2S+1: 1
* HOMO-LUMO gap: 7.9 eV

Geometry as XYZ:
```
20
C4H12N4 ωB97M-V/def2-TZVPD
C 1.248 1.795 0.242
C 0.425 -0.367 -0.426
C -1.716 0.775 0.089
C -1.734 -1.554 -0.185
H 1.674 1.234 1.337
H 0.229 2.572 0.190
H 2.099 2.371 -0.305
H 0.148 1.358 -1.302
H 3.125 -0.594 0.327
H 2.747 -2.404 0.591
H -2.696 0.740 -0.377
H -0.996 1.654 -0.092
H -1.972 0.920 1.290
H -1.580 -2.607 -0.655
H -2.925 -1.318 -0.083
H -1.546 -2.055 0.806
N 0.957 0.832 -0.951
N 1.078 -1.535 -0.103
N 2.483 -1.427 -0.083
N -1.048 -0.388 -0.310
```


The data favor (b); the next most stable structure lies 1.948 eV above it.


(a)
Below is 2 unconnected molecules or ions with the total composition C4H12N4, with properties calculated with ωB97M-V/def2-TZVPD.

Values from the calculation:
* 2S+1: 1
* HOMO-LUMO gap: 7.6 eV

Geometry as XYZ:
```
20
C4H12N4 ωB97M-V/def2-TZVPD
C 0.707 -0.284 1.462
C 1.189 -0.710 -1.412
C 0.812 0.584 -0.750
N 1.456 1.685 -0.737
H 2.434 1.550 -0.975
H 2.272 -0.818 -1.376
H 0.214 -1.059 2.051
H 1.725 -0.608 1.239
H 0.756 0.664 2.004
H 0.744 -1.573 -0.927
H 0.885 -0.688 -2.467
C -1.318 -0.228 0.307
N -0.657 0.809 -0.594
N -2.020 0.416 1.339
N -1.750 -1.328 -0.183
H -1.430 0.722 2.102
H -0.732 1.727 -0.152
H -1.146 0.874 -1.503
H -2.752 -0.195 1.677
H -1.391 -1.540 -1.106
```


(b)
Below is 2 unconnected molecules or ions with the total composition C4H12N4, with properties calculated with ωB97M-V/def2-TZVPD.

Values from the calculation:
* SMILES: [H]/N=N/[C@H]1C[C@@]1(C)N.N
* 2S+1: 1
* HOMO-LUMO gap: 9.4 eV

Geometry as XYZ:
```
20
C4H12N4 ωB97M-V/def2-TZVPD
C 1.278 0.572 -0.156
C -0.004 -0.306 -0.416
C -0.056 1.202 -0.248
C 2.246 0.664 -1.311
N -0.382 -1.083 0.655
N -1.057 -2.122 0.368
N -3.125 -0.199 0.577
N 1.926 0.543 1.106
H -0.139 -0.721 -1.415
H -1.195 -2.672 1.224
H -2.627 -1.145 0.213
H -3.383 -0.426 1.533
H -3.969 0.084 0.096
H 1.254 0.450 1.858
H 2.592 -0.219 1.169
H -0.529 1.543 0.661
H -0.312 1.767 -1.130
H 2.908 -0.203 -1.327
H 1.718 0.713 -2.260
H 2.857 1.558 -1.198
```


The data favor (b); the next most stable structure lies 1.408 eV above it.